1.
Below is C9H7N3O3PtS as an isolated structure, with properties calculated with ωB97M-V with the def2-TZVPD basis set.

CARTESIAN COORDINATES (ANGSTROEM)
Pt (0.42253, 2.01875, -0.37681)
N (-3.94804, 2.58809, 0.63457)
C (-2.66876, 2.00605, 0.66554)
S (-1.46547, 2.67978, 1.67554)
N (-2.53312, 0.95532, -0.09664)
N (-1.22560, 0.53384, -0.16159)
C (-1.02084, -0.71180, 0.00499)
C (0.28828, -1.36671, -0.01616)
C (0.33213, -2.70421, -0.40377)
C (1.49618, -3.45841, -0.36907)
C (2.65742, -2.84336, 0.10768)
C (2.64242, -1.52943, 0.52060)
C (1.46819, -0.71730, 0.47328)
O (1.50549, 0.49204, 0.89104)
H (-3.87181, 3.55590, 0.91229)
H (-4.33419, 2.50338, -0.29816)
H (-1.89383, -1.33950, 0.19708)
H (-0.59374, -3.16279, -0.74204)
H (1.50054, -4.49261, -0.69334)
H (3.58605, -3.40618, 0.15524)
H (3.54155, -1.05111, 0.89331)
O (2.82497, 3.43529, -1.38465)
C (1.89231, 2.88899, -0.99010)
O (-0.60267, 3.12598, -1.59882)

Force components x, y, z for each atom (eV/Å):
0.29 -0.01 -0.66
-0.08 0.06 0.02
0.16 -0.17 -0.22
-0.26 0.18 0.34
-0.14 0.17 0.05
0.20 0.11 0.25
0.05 -0.02 -0.12
-0.12 -0.08 0.02
0.05 0.01 0.06
0.01 -0.01 0.00
-0.05 0.00 -0.01
0.01 0.02 0.02
0.10 0.07 0.01
-0.11 0.10 -0.14
0.01 -0.01 0.01
0.01 -0.02 0.01
-0.01 -0.01 -0.09
0.00 -0.01 0.00
0.00 0.00 0.00
0.00 0.00 0.00
0.00 -0.01 0.00
0.01 0.06 -0.06
-0.32 -0.21 0.22
0.19 -0.20 0.30

Net charge = -2
Relative energy (zero: lowest compared OMol25 entry of this formula, charge and spin) = 0.000 eV
Lowest unoccupied orbital energy = 5.430 eV
DFT total energy = -1254.597081 hartree
Frontier orbital gap = 0.1822 Ha
HOMO energy = 0.5 eV

Löwdin population analysis, charges in e, atoms 1 to 4:
1 Pt 0.99
2 N 0.00
3 C -0.99
4 S 0.40

=====

2.
Below is a 2-piece molecular cluster, C19H33IN5O8 overall, with properties calculated with ωB97M-V with the def2-TZVPD basis set.

CARTESIAN COORDINATES (ANGSTROEM)
C (0.31806, -0.10250, 3.55946)
C (0.99764, -0.93341, 2.48808)
O (-0.00254, -1.46720, 1.62857)
C (0.51290, -2.38153, 0.67620)
C (1.01422, -1.71918, -0.59181)
O (0.02790, -0.85723, -1.18906)
C (0.09954, 0.45092, -0.72644)
N (-1.03143, 1.19853, -1.23286)
C (-0.99241, 2.29183, -2.00116)
C (0.21848, 2.96307, -2.52612)
C (1.12550, 3.61048, -1.45281)
C (0.39863, 4.10957, -0.20579)
C (1.39299, 4.64318, 0.82161)
N (0.66848, 5.21174, 1.96793)
N (-2.21738, 2.73774, -2.25562)
C (-3.04946, 1.89213, -1.63915)
N (-4.37693, 2.05420, -1.71646)
C (-5.43533, 1.25003, -1.16183)
C (-5.66305, 1.50422, 0.30595)
O (-5.13808, 2.35675, 0.94475)
O (-6.60709, 0.64022, 0.81092)
C (-6.14084, -0.22936, 1.80475)
C (-5.94875, 0.36312, 3.15616)
O (-5.95072, -1.36574, 1.53034)
N (-2.37091, 0.92534, -0.98046)
I (-2.92768, -0.63021, 0.20133)
H (-0.53524, 0.43714, 3.15129)
H (-0.02948, -0.71391, 4.38854)
H (1.02163, 0.62253, 3.96517)
H (1.57137, -1.73651, 2.95046)
H (1.66382, -0.27993, 1.91450)
H (-0.29326, -3.06607, 0.41116)
H (1.31604, -2.97550, 1.10927)
H (1.96455, -1.20483, -0.45360)
H (1.20451, -2.50004, -1.32392)
H (0.12548, 0.52108, 0.36344)
H (0.99774, 0.94337, -1.10116)
H (-0.07890, 3.68463, -3.27809)
H (0.80760, 2.20852, -3.05418)
H (1.67630, 4.43087, -1.90814)
H (1.88976, 2.88921, -1.15620)
H (-0.16137, 3.30108, 0.26843)
H (-0.28852, 4.90264, -0.49796)
H (2.01916, 5.40074, 0.35785)
H (2.00902, 3.79299, 1.13126)
H (0.51268, 4.48994, 2.66020)
H (1.24699, 5.90687, 2.42325)
H (-4.64742, 2.87367, -2.23382)
H (-5.30728, 0.18850, -1.35709)
H (-6.36170, 1.51649, -1.67170)
H (-5.00442, 0.90531, 3.18446)
H (-6.72452, 1.09468, 3.36305)
H (-5.95769, -0.45071, 3.87077)
C (6.51134, -6.01180, -1.55215)
C (5.10338, -5.52862, -1.32127)
C (4.46537, -4.77515, -2.46665)
O (3.52531, -3.92868, -1.77673)
C (4.01133, -3.71495, -0.53376)
O (3.56646, -2.91498, 0.23227)
O (5.05564, -4.52029, -0.28334)
H (6.97997, -6.27849, -0.60633)
H (6.50848, -6.88790, -2.19910)
H (7.12220, -5.23615, -2.01530)
H (4.46436, -6.35484, -0.99922)
H (3.94946, -5.41090, -3.18044)
H (5.17808, -4.13670, -2.99172)

Force components x, y, z for each atom (eV/Å):
0.09 -0.03 0.12
-0.38 0.43 0.11
0.08 -0.18 0.12
-0.19 -0.01 -0.06
0.04 -0.16 -0.13
-0.16 -0.02 0.03
0.14 -0.27 0.37
0.38 0.33 -0.47
-0.79 0.25 -0.13
0.83 -0.33 0.04
-0.09 -0.31 0.25
0.45 0.24 -0.37
-0.72 -0.33 0.22
0.38 0.07 -0.13
0.18 -0.08 0.01
-0.28 -0.13 0.27
0.00 -0.10 -0.17
-0.17 0.10 -0.28
-0.29 0.05 0.23
0.31 0.03 0.12
0.22 0.02 -0.60
-0.02 0.02 0.76
-0.23 0.23 -0.08
0.03 -0.44 -0.38
0.32 0.06 -0.06
-0.03 0.04 0.06
-0.02 0.07 -0.09
-0.12 -0.08 -0.02
0.02 0.05 0.05
0.20 -0.07 -0.15
0.24 -0.17 -0.08
-0.17 0.07 0.05
0.13 -0.05 -0.03
-0.04 0.25 0.09
0.02 -0.02 -0.08
-0.21 -0.17 0.08
-0.07 0.23 -0.14
-0.35 0.09 0.08
0.00 0.00 -0.10
-0.05 0.08 -0.11
0.04 -0.05 0.06
-0.22 0.01 -0.02
-0.21 0.01 0.19
0.12 0.09 0.06
0.38 0.12 -0.09
-0.13 0.02 0.03
-0.08 0.05 0.03
0.13 0.09 -0.01
0.06 -0.07 0.13
-0.03 0.03 -0.05
0.12 -0.04 -0.01
-0.08 -0.01 0.07
0.10 0.05 0.18
0.13 0.23 0.09
0.23 -0.10 -0.10
-0.11 -0.05 -0.06
0.03 -0.01 -0.09
0.13 -0.01 0.09
0.04 -0.01 -0.03
-0.10 -0.06 0.00
-0.06 -0.10 0.01
-0.03 -0.01 -0.01
-0.02 0.01 -0.01
-0.04 0.04 0.03
-0.15 0.05 0.06
0.07 -0.04 0.02

Net charge = +1
Lowest unoccupied orbital energy = -3.817 eV
DFT total energy = -1916.941377 hartree
Frontier orbital gap = 0.2862 Ha
HOMO energy = -11.6 eV

Löwdin population analysis, charges in e, atoms 1 to 4:
1 C -0.06
2 C -0.27
3 O -0.24
4 C -0.20

=====

3.
Below is C28H31N4 as an isolated structure, with properties calculated with ωB97M-V with the def2-TZVPD basis set.

CARTESIAN COORDINATES (ANGSTROEM)
C (-3.58228, 0.03839, -4.27225)
C (-4.18761, -1.36405, -4.18318)
N (-3.89732, -1.93102, -2.88283)
C (-4.58668, -3.08178, -2.32020)
C (-3.86769, -3.29983, -0.96164)
C (-2.77616, -2.30180, -0.92373)
C (-1.81312, -2.05298, 0.02850)
C (-0.85742, -1.01624, -0.18048)
C (0.17093, -0.79710, 0.90795)
C (0.90276, 0.48687, 0.75787)
C (2.25885, 0.55382, 1.23170)
C (2.93182, 1.75676, 1.11132)
C (2.42441, 2.81664, 0.33646)
N (3.28862, 3.86715, 0.28620)
C (3.06139, 5.06436, -0.50307)
C (2.07476, 4.76255, -1.63430)
C (0.83913, 3.92767, -1.19312)
C (1.19019, 2.75120, -0.31556)
C (0.41524, 1.62540, -0.01807)
C (4.44192, 3.65292, 1.14720)
C (4.22126, 2.20801, 1.67457)
C (-0.90630, -0.33226, -1.48035)
C (-1.92270, -0.54799, -2.41716)
C (-2.84270, -1.55035, -2.10999)
C (-2.12574, 0.14977, -3.73602)
H (-3.63332, 0.37488, -5.31601)
H (-4.21012, 0.73002, -3.69389)
H (-5.27481, -1.32855, -4.35494)
H (-3.79286, -2.00099, -4.99787)
H (-5.67239, -2.92898, -2.20913)
H (-4.48445, -3.97690, -2.95607)
H (-4.56426, -3.16843, -0.12560)
H (-3.46197, -4.31688, -0.92592)
H (-1.82828, -2.63517, 0.95096)
H (0.89252, -1.80756, 1.09566)
H (2.82077, -0.33513, 1.58744)
H (2.66832, 5.88824, 0.12047)
H (4.00068, 5.46656, -0.91590)
H (1.76454, 5.70759, -2.10218)
H (2.59490, 4.20338, -2.42255)
H (0.14189, 4.62340, -0.69371)
H (0.32446, 3.60258, -2.10848)
H (-0.56994, 1.61580, -0.45503)
H (5.41581, 3.76139, 0.64109)
H (4.47093, 4.38870, 1.96951)
H (4.17148, 2.23951, 2.76735)
H (5.04209, 1.54766, 1.37699)
H (-0.13942, 0.35558, -1.80293)
H (-1.45326, -0.24448, -4.52076)
H (-1.89261, 1.21967, -3.64505)
N (0.37427, -1.75715, 2.49078)
C (1.34935, -1.37661, 3.41136)
C (1.79755, -2.14138, 4.46905)
C (1.09310, -3.35180, 4.71756)
N (1.48789, -4.13887, 5.77077)
C (-0.02123, -3.74574, 3.91649)
C (-0.28897, -2.94100, 2.82858)
H (1.72488, -0.35461, 3.22841)
H (2.65913, -1.75655, 5.05825)
H (1.09472, -5.02854, 5.97078)
H (2.31817, -3.95955, 6.31594)
H (-0.66595, -4.63655, 4.06946)
H (-1.10916, -3.17965, 2.13932)

Force components x, y, z for each atom (eV/Å):
-0.06 0.31 0.32
0.31 -0.18 -0.21
-0.47 0.07 -0.22
-0.02 -0.38 0.03
-0.79 -0.93 0.24
0.57 0.66 -0.42
-0.07 0.69 -0.57
-1.35 -0.82 0.06
4.21 -2.31 -3.45
0.50 0.23 0.40
0.06 0.75 -0.62
-0.77 -0.33 -0.34
0.05 0.10 0.02
0.18 0.04 -0.29
-0.38 0.37 0.12
0.07 -0.46 -0.27
-0.43 0.74 -0.33
0.21 -0.52 0.58
0.52 -0.24 0.99
0.26 -0.01 0.33
1.25 0.07 0.55
-0.27 -0.77 1.05
-0.06 -0.78 0.60
-0.04 -0.05 0.41
0.15 0.26 -0.84
0.14 -0.04 0.27
0.07 -0.18 -0.06
0.26 0.07 0.25
0.05 0.08 0.27
0.33 0.25 -0.01
0.11 0.28 0.01
0.12 -0.13 -0.08
-0.17 0.10 0.19
-0.21 0.49 -0.75
-0.69 3.25 -3.92
-0.67 0.74 -0.11
-0.01 -0.32 0.03
-0.13 -0.46 0.12
-0.06 -0.29 0.23
0.04 0.03 0.18
0.13 -0.40 0.06
0.04 -0.03 0.26
-0.13 -0.02 0.45
-0.47 -0.05 -0.23
-0.19 -0.22 -0.18
0.13 -0.21 -0.10
0.01 0.10 0.18
0.10 -0.15 0.26
-0.08 0.03 0.43
0.05 -0.23 -0.01
-1.73 -0.71 6.12
-0.98 0.76 -1.13
-0.61 0.11 -0.88
0.56 -1.15 1.42
0.24 0.69 -0.35
0.58 0.89 -0.65
-0.29 1.13 -0.86
-0.11 -0.83 0.30
-0.95 -0.59 -0.29
-0.55 -0.44 -0.22
-0.13 0.38 -0.31
0.84 0.72 0.12
0.71 -0.16 0.86

Net charge = +1
Relative energy (zero: lowest compared OMol25 entry of this formula, charge and spin) = 4.302 eV
Lowest unoccupied orbital energy = -2.690 eV
DFT total energy = -1304.240056 hartree
Frontier orbital gap = 0.2391 Ha
HOMO energy = -9.2 eV

Löwdin population analysis, charges in e, atoms 1 to 4:
1 C -0.16
2 C -0.15
3 N -0.08
4 C -0.12

=====

4.
Below is one molecule with the formula C5H10N2, with properties calculated with ωB97M-V with the def2-TZVPD basis set.

CARTESIAN COORDINATES (ANGSTROEM)
C (-1.14589, 0.95651, -0.73045)
C (-0.12582, 1.50240, 0.27869)
N (0.81492, 0.41943, 0.49799)
C (1.46092, -0.51071, 1.33266)
C (0.16951, -0.84821, 0.74892)
C (-0.35807, -1.38746, -0.60725)
N (-0.68469, -0.25357, -1.50326)
H (-2.19557, 0.72173, -0.26445)
H (-1.30276, 1.82487, -1.37319)
H (0.47613, 2.34109, -0.19563)
H (-0.71449, 1.88045, 1.19231)
H (2.43720, -0.94157, 0.95703)
H (1.52229, -0.33141, 2.36274)
H (-0.61674, -0.67915, 1.56468)
H (-1.12538, -2.23820, -0.29715)
H (0.47462, -1.95601, -1.01723)
H (0.12923, -0.05802, -2.02769)

Force components x, y, z for each atom (eV/Å):
-1.34 -0.79 -0.31
1.01 0.87 1.35
-0.62 -0.10 -1.41
2.58 -0.40 -0.70
-2.51 1.12 0.28
0.38 -1.74 1.95
-2.00 -0.20 1.76
2.10 0.23 -0.66
-0.34 -0.51 -0.56
-0.92 -0.70 0.76
0.98 -0.33 -0.87
-1.14 0.56 0.11
-0.18 0.06 1.70
0.54 -0.68 -1.12
0.68 2.16 -1.33
-0.04 0.02 -0.52
0.83 0.43 -0.45

Relative energy (zero: lowest compared OMol25 entry of this formula, charge and spin) = 3.507 eV
Lowest unoccupied orbital energy = 1.170 eV
DFT total energy = -305.894988 hartree
Frontier orbital gap = 0.3535 Ha
HOMO energy = -8.4 eV

Löwdin population analysis, charges in e, atoms 1 to 4:
1 C -0.20
2 C -0.20
3 N -0.12
4 C -0.11